Record 1
{
  "formula": "C24H48Cu2O21S4",
  "method": "ωB97M-V with the def2-TZVPD basis set",
  "s2": 2.024,
  "energy_ha": -7396.4791,
  "orbital_gap_ev": [7.9, 5.8],
  "largest_force_ev_per_a": 6.3,
  "spin_multiplicity": 3,
  "symbols": ["Cu", "Cu", "S", "O", "O", "O", "O", "S", "O", "O", "O", "O", "C", "C", "C", "O", "C", "H", "H", "H", "H", "H", "H", "H", "H", "C", "C", "C", "O", "C", "H", "H", "H", "H", "H", "H", "H", "H", "C", "C", "C", "O", "C", "H", "H", "H", "H", "H", "H", "H", "H", "C", "C", "C", "O", "C", "H", "H", "H", "H", "H", "H", "H", "H", "C", "C", "C", "O", "C", "H", "H", "H", "H", "H", "H", "H", "H", "C", "C", "O", "S", "O", "O", "O", "H", "H", "H", "H", "C", "C", "O", "S", "O", "O", "O", "H", "H", "H", "H"],
  "coordinates": [[2.554943, 1.227004, -1.087467], [-3.204309, -0.619727, 3.021417], [-5.911078, -2.423993, 3.191723], [-4.746609, -3.168291, 2.615722], [-5.359506, -1.890968, 4.425383], [-5.842911, -1.212380, 2.372737], [-7.149293, -3.180574, 3.217720], [-0.443398, 0.113328, 0.730573], [-0.195695, 0.358210, -0.689448], [0.896854, 0.425790, 1.211617], [-1.457270, 0.943260, 1.313383], [-0.967187, -1.203541, 1.198735], [3.918544, -4.459968, -1.020066], [5.318075, -3.810320, -1.063359], [4.958481, -2.673241, -1.989721], [3.707363, -2.159559, -1.435366], [3.052430, -3.276287, -0.784610], [3.968793, -5.271760, -0.294418], [3.716902, -4.904820, -1.994511], [6.014327, -4.419165, -1.640110], [5.677947, -3.458637, -0.096444], [4.830946, -3.003247, -3.020718], [5.826756, -2.019322, -1.908702], [2.054210, -3.465305, -1.179484], [2.985210, -3.039054, 0.277129], [-5.642575, 3.939739, 5.001514], [-4.270235, 4.324991, 5.557415], [-3.270018, 3.518948, 4.799723], [-4.058511, 2.461155, 4.281808], [-5.340661, 2.998769, 3.917242], [-5.983430, 4.885755, 4.580853], [-6.315064, 3.403758, 5.671287], [-4.392427, 4.186848, 6.631699], [-4.052447, 5.392162, 5.515013], [-2.419829, 3.197809, 5.401515], [-2.829029, 3.976365, 3.914058], [-6.089596, 2.213341, 3.815753], [-5.260666, 3.500671, 2.952977], [1.701619, 0.449837, -6.662067], [1.387034, 1.975370, -6.478580], [1.068709, 2.008454, -5.036578], [1.984686, 1.115297, -4.475375], [2.056279, -0.055025, -5.294189], [2.555477, 0.255901, -7.311239], [0.844487, -0.089623, -7.065070], [0.439647, 2.205320, -6.966092], [2.174016, 2.704481, -6.671344], [0.070194, 1.657315, -4.776287], [1.317552, 2.964878, -4.576776], [1.437246, -0.788715, -4.777861], [3.100114, -0.368818, -5.288207], [0.058176, 6.017936, -0.026249], [1.337341, 6.842672, -0.158954], [1.936400, 6.006537, -1.326351], [1.651664, 4.653671, -0.957818], [0.434800, 4.567906, -0.199984], [-0.569865, 6.294663, -0.873065], [-0.378280, 6.180610, 0.959214], [1.947104, 6.657177, 0.725289], [1.302888, 7.882182, -0.485034], [3.018828, 6.101124, -1.239765], [1.615093, 6.301269, -2.325351], [0.527044, 4.273553, 0.845456], [-0.454553, 4.159965, -0.680338], [5.101468, 2.186874, 3.760898], [4.924522, 0.710839, 3.669853], [5.272523, 0.520146, 2.162097], [4.651409, 1.725333, 1.557270], [4.921631, 2.793506, 2.503068], [6.046964, 2.556322, 4.157957], [4.283243, 2.558723, 4.377612], [3.865118, 0.462806, 3.734933], [5.519303, 0.063731, 4.314507], [4.869524, -0.418462, 1.781691], [6.346510, 0.468939, 1.983147], [4.004520, 3.381075, 2.460859], [5.832559, 3.313421, 2.206417], [-0.122679, -6.144228, 1.885410], [-1.273701, -6.119335, 0.831128], [-0.681559, -6.750332, -0.228847], [0.133039, -8.137087, 0.269987], [1.382155, -8.198562, -0.465971], [-0.740875, -9.302737, 0.444012], [0.470213, -7.445521, 1.738127], [-0.434683, -5.981995, 2.917116], [0.695650, -5.441573, 1.728181], [-1.588182, -5.101969, 0.598425], [-2.187318, -6.602557, 1.177351], [-5.962466, -2.359770, -2.246357], [-4.483165, -2.740024, -2.562398], [-4.174778, -1.958840, -3.737401], [-5.434218, -2.127275, -4.803505], [-5.470045, -3.401365, -5.493375], [-5.435658, -0.860372, -5.607048], [-6.560378, -2.185689, -3.557548], [-5.946684, -1.491958, -1.586995], [-6.508911, -3.136347, -1.711168], [-4.297152, -3.780255, -2.829648], [-3.861634, -2.437144, -1.719746]],
  "atomic_forces_ev_per_a": [[-0.890, -0.375, 0.490], [-0.812, -0.268, -0.276], [0.228, -1.388, -0.162], [0.296, -0.776, -0.510], [0.136, 0.043, 2.500], [-0.676, 1.690, -2.099], [1.297, 1.140, 0.094], [5.458, 0.635, -3.032], [-2.344, -1.026, -1.219], [0.665, -0.499, 2.691], [-2.919, 1.420, 1.587], [-0.374, -0.320, -0.107], [1.862, -1.035, 0.388], [-1.038, -0.647, -1.845], [0.283, 0.408, 1.277], [0.650, -0.075, -0.649], [-0.453, 0.289, 0.438], [-0.820, 0.144, 0.216], [-0.013, -0.042, -0.019], [0.364, -0.290, 0.676], [0.067, -0.153, -0.106], [-0.092, 0.009, -0.021], [-0.655, 1.085, -0.322], [-0.086, 0.486, -0.097], [-0.158, 0.059, 0.094], [-0.197, 1.510, -0.262], [-0.620, 1.288, 1.590], [-0.030, -0.552, -0.475], [0.126, -1.917, -0.248], [0.879, -0.668, -1.064], [-1.174, -0.313, 0.252], [0.064, 0.835, 0.468], [0.993, -0.639, 0.153], [-0.197, 0.128, -0.438], [-0.258, -0.623, 0.050], [-0.030, 0.880, 0.087], [0.395, -0.270, 0.036], [0.142, 0.052, -0.263], [-0.090, 0.145, -1.108], [-1.160, -0.846, -0.568], [0.415, 0.269, 1.310], [1.307, -0.429, 1.659], [0.616, 0.735, 1.218], [-0.211, 0.206, -0.273], [-0.031, 0.202, -0.134], [0.411, 0.351, -0.735], [0.041, -0.418, -0.479], [-0.391, 0.324, -0.174], [-0.553, 0.148, 0.057], [-0.220, -0.393, -0.691], [-0.060, -0.270, 0.282], [-0.599, 1.912, 0.205], [0.240, -1.704, -1.514], [1.183, 0.244, 1.859], [-0.322, -1.292, -0.418], [-0.212, 2.273, 0.455], [-0.537, 0.295, 0.387], [-0.638, 0.127, -0.313], [0.213, 0.466, -0.042], [-0.445, 0.018, 0.558], [0.131, -0.113, -0.560], [-0.360, -0.186, 0.018], [0.751, -1.282, -0.364], [0.653, -1.037, -0.276], [-0.068, 0.260, 4.890], [0.349, -1.090, -2.117], [-0.790, 0.497, 0.512], [0.981, -1.736, 0.069], [-1.005, 0.412, -4.283], [0.013, -0.544, 0.539], [0.398, 0.139, 0.703], [0.064, -0.121, 0.327], [-0.038, 0.292, 0.122], [-0.442, 0.379, -0.418], [0.197, 0.444, -0.033], [0.431, 0.574, -0.209], [-0.280, 0.440, -0.407], [-0.366, 0.087, 0.059], [0.248, 1.077, 2.461], [0.927, -2.604, -2.053], [0.119, 0.853, 0.937], [-2.239, -0.184, 0.808], [1.813, 2.726, -0.517], [-0.541, -1.281, -0.812], [-0.263, -0.484, -0.053], [-0.285, 0.307, -0.565], [0.441, 0.015, -0.420], [0.133, -0.446, 0.164], [1.205, -0.907, -0.586], [-0.688, 0.124, 0.047], [-0.880, -0.380, -0.942], [0.413, 2.406, -0.150], [0.153, 1.718, 1.179], [-0.411, -3.842, 2.662], [0.611, 0.535, -1.038], [-0.394, 0.518, -0.687], [0.044, -0.139, -0.317], [-0.305, -0.115, 0.305], [0.258, 0.098, -0.407]],
  "mulliken_spin": [0.00, -0.01, -0.06, 0.43, 0.27, 0.38, -0.01, -0.06, 0.02, 0.10, 0.43, 0.51, 0.00, 0.00, 0.00, 0.00, 0.00, 0.00, 0.00, 0.00, 0.00, 0.00, 0.00, 0.00, 0.00, 0.00, 0.00, 0.00, 0.00, 0.00, 0.00, 0.00, 0.00, 0.00, 0.00, 0.00, 0.00, 0.00, 0.00, 0.00, 0.00, 0.00, 0.00, 0.00, 0.00, 0.00, 0.00, 0.00, 0.00, 0.00, 0.00, 0.00, 0.00, 0.00, 0.00, 0.00, 0.00, 0.00, 0.00, 0.00, 0.00, 0.00, 0.00, 0.00, 0.00, 0.00, 0.00, 0.00, 0.00, 0.00, 0.00, 0.00, 0.00, 0.00, 0.00, 0.00, 0.00, 0.00, 0.00, 0.00, 0.00, 0.00, 0.00, 0.00, 0.00, 0.00, 0.00, 0.00, 0.00, 0.00, 0.00, 0.00, 0.00, 0.00, 0.00, 0.00, 0.00, 0.00, 0.00]
}

---

Record 2
{
  "formula": "C8H10N4O2",
  "method": "ωB97M-V with the def2-TZVPD basis set",
  "e_above_lowest_kcal_mol": 48.1,
  "energy_ha": -680.2736,
  "orbital_gap_ev": 9.5,
  "largest_force_ev_per_a": 5.7,
  "symbols": ["C", "C", "C", "C", "C", "C", "C", "C", "N", "N", "N", "N", "O", "O", "H", "H", "H", "H", "H", "H", "H", "H", "H", "H"],
  "coordinates": [[-1.789843, 0.330616, -2.360265], [-1.965454, 2.451241, -1.230979], [1.510770, -0.588430, 0.250832], [0.220665, 2.271128, -2.452574], [-1.898016, 0.249932, 0.982901], [0.164907, -0.649470, -0.504182], [-0.767083, 0.541196, -0.048397], [-1.253177, 1.208981, -1.402227], [-2.235049, -0.277490, -3.227235], [-2.538233, 3.378348, -0.834850], [1.721817, -1.618955, 1.082642], [1.357010, 2.145086, -1.754349], [2.161004, 0.422319, 0.133423], [-0.166530, 2.732927, -3.456516], [-2.581974, -0.380335, 0.404628], [-1.471309, -0.174102, 1.790761], [-2.332723, 1.200136, 1.054574], [-0.320864, -1.522711, -0.433823], [0.364959, -0.607115, -1.529628], [-0.322903, 1.382501, 0.514522], [0.981427, -2.187309, 1.397013], [2.621439, -2.102294, 1.154756], [1.444904, 1.808216, -0.789809], [2.092568, 2.658003, -2.226560]],
  "atomic_forces_ev_per_a": [[-0.540, -0.032, -0.944], [-1.360, 0.200, 1.376], [-2.806, 0.505, -0.753], [-1.049, -2.281, 2.136], [-0.349, -0.233, -5.709], [1.087, 3.703, 2.309], [0.190, 0.998, -1.005], [2.113, 1.883, 0.682], [-0.007, -0.456, -0.063], [0.644, -0.535, -0.660], [2.385, -1.141, 0.529], [-0.963, 1.153, -1.587], [1.518, -0.178, 0.321], [0.424, 0.129, -0.032], [-0.336, -0.353, 0.857], [0.900, -1.279, 2.988], [-0.952, 1.164, 1.077], [-1.840, -3.383, 0.900], [0.635, 0.597, -1.627], [1.156, -0.518, -0.729], [-1.013, -0.560, -0.314], [-0.265, 0.993, 0.278], [0.023, -0.260, -0.596], [0.404, -0.117, 0.568]],
  "nbo_charge": [0.25, 0.27, 0.72, 0.84, -0.60, -0.52, -0.17, -0.40, -0.29, -0.32, -0.83, -0.84, -0.62, -0.50, 0.21, 0.21, 0.23, 0.21, 0.25, 0.22, 0.40, 0.41, 0.47, 0.41]
}

---

Record 3
{
  "formula": "C10H12O3S2",
  "method": "ωB97M-V with the def2-TZVPD basis set",
  "energy_ha": -1410.2588,
  "orbital_gap_ev": 9.5,
  "largest_force_ev_per_a": 4.6,
  "symbols": ["C", "C", "C", "C", "C", "C", "C", "C", "C", "C", "O", "O", "O", "S", "S", "H", "H", "H", "H", "H", "H", "H", "H", "H", "H", "H", "H"],
  "coordinates": [[3.951544, -1.161516, 0.693710], [2.979546, -1.410304, 1.645991], [3.657298, -0.863944, -0.605112], [1.656808, -1.296609, 1.209625], [2.392951, -0.739753, -0.964936], [1.344093, -0.977896, -0.084593], [-0.750367, 1.389109, -0.065786], [-1.444252, 2.693337, -0.497020], [-4.091158, 0.541914, 0.322073], [-1.503901, 0.161544, -0.493979], [0.253806, 1.401950, 0.581089], [-0.914927, -2.347443, -0.038672], [-0.160869, -1.338915, -2.160636], [-2.550937, -0.314917, 0.885403], [-0.317044, -1.274043, -0.749768], [5.058299, -1.058242, 0.856290], [3.101695, -1.698196, 2.657667], [4.483544, -0.545332, -1.215513], [0.892740, -1.575556, 1.921553], [2.114701, -0.465344, -1.988024], [-0.662882, 3.501753, -0.365729], [-2.012887, 2.505109, -1.403452], [-2.241408, 2.779721, 0.233210], [-4.887710, 0.391470, 1.138073], [-4.511268, -0.099402, -0.409321], [-3.802002, 1.553414, 0.311753], [-2.035407, 0.248081, -1.413909]],
  "atomic_forces_ev_per_a": [[2.584, 0.117, 1.347], [-0.816, 0.452, -1.478], [1.988, 0.751, 0.609], [-0.236, -0.865, 1.013], [-3.723, 0.508, -2.623], [-0.054, -0.499, -0.212], [-1.030, 1.648, -1.218], [1.100, -0.690, 1.105], [-0.485, -2.124, 3.458], [1.817, -1.236, 1.417], [0.463, -0.237, 0.451], [0.125, -1.074, 0.640], [0.201, -0.003, -1.402], [-1.081, 0.170, 0.287], [0.194, 1.182, 0.466], [-1.221, -0.646, 0.722], [0.683, -0.080, 0.713], [-0.030, -0.232, -0.543], [-0.281, 0.156, -0.068], [0.197, -0.143, 0.280], [-1.379, -0.634, -0.712], [0.592, 0.677, -0.582], [-0.019, 0.581, 0.496], [1.457, 0.452, -0.659], [-0.109, 0.500, -1.746], [-0.586, 1.190, -1.107], [-0.348, 0.078, -0.654]],
  "nbo_charge": [-0.17, -0.23, -0.24, -0.14, -0.16, -0.31, 0.59, -0.73, -0.74, -0.70, -0.53, -0.92, -0.95, 0.26, 2.18, 0.22, 0.22, 0.22, 0.23, 0.24, 0.26, 0.23, 0.23, 0.24, 0.24, 0.22, 0.26]
}